# 1
A molecular structure, C16H38Cl4F18HfO6P3 at a distorted geometry. Source: OMol25; level of theory: ωB97M-V/def2-TZVPD.

Output
Gap between HOMO and LUMO (eV): 6.7
Calculated total energy (hartree): -5794.7166

```
! RIJCOSX wB97M-V def2-TZVPD def2/J DEFGRID3
* xyz 1 1
Hf -25.6940 14.5185 26.3396
P -22.9942 16.5153 25.4060
F -21.5895 15.9417 25.0698
F -23.4018 16.4912 23.8483
F -23.6120 14.9207 25.5280
F -24.6453 16.7916 25.6840
F -22.7855 16.5279 26.9748
F -22.6540 18.0224 25.2962
P -29.2911 13.2909 25.0105
F -30.5903 12.6969 24.3844
F -28.7440 11.8952 25.5341
F -28.4474 13.1293 23.6669
F -27.8417 13.9881 25.7138
F -29.6449 14.8049 24.5665
F -30.0075 13.5702 26.4196
P -25.2083 11.4773 25.5311
F -24.1944 12.7893 25.7865
F -24.2562 10.5998 26.3771
F -26.0409 12.0883 26.8720
F -26.3187 10.4135 25.3592
F -26.1694 12.6833 24.8563
F -24.5769 11.1856 24.1549
Cl -21.5566 10.5428 27.8208
C -22.3272 9.0159 28.3640
C -22.2877 8.8984 29.8681
Cl -20.6725 8.5128 30.4589
H -21.8315 8.1679 27.8989
H -23.3444 9.0457 27.9796
H -22.9696 8.0986 30.1589
H -22.6455 9.8206 30.3210
Cl -23.2880 7.8099 24.0704
C -24.9162 7.2523 24.5241
C -24.8485 5.9770 25.3222
Cl -24.0271 6.2991 26.8857
H -25.4910 7.1057 23.6107
H -25.4036 8.0392 25.0939
H -24.2399 5.2370 24.8123
H -25.8309 5.5826 25.5604
C -28.1091 16.9162 26.6227
O -27.0855 16.3128 25.8337
C -27.0405 16.9232 24.5183
C -26.7256 15.8456 23.4946
O -25.7751 14.9634 24.0867
C -25.0209 14.2538 23.0593
H -27.9317 17.9897 26.7109
H -28.1258 16.5388 27.6410
H -29.0829 16.7221 26.1744
H -26.2451 17.6591 24.5411
H -28.0069 17.3584 24.2793
H -26.2764 16.4092 22.6741
H -27.6083 15.2893 23.1877
H -24.2897 13.6122 23.5319
H -24.5212 14.9680 22.4153
H -25.7150 13.6193 22.5094
C -28.1739 14.1063 28.6029
O -26.7356 14.0179 28.3096
C -26.1105 13.3113 29.3877
C -24.6421 13.0572 29.0980
O -24.1949 13.9438 28.0311
C -22.7545 13.8092 27.9762
H -28.2952 14.3797 29.6465
H -28.6300 13.1558 28.3506
H -28.6099 14.8359 27.9429
H -26.6050 12.3444 29.5069
H -26.2245 13.8900 30.3032
H -24.4688 12.0518 28.7246
H -24.0719 13.2981 29.9901
H -22.3146 14.1213 28.9256
H -22.3289 14.4939 27.2601
H -22.4646 12.7859 27.7455
C -28.5522 10.0111 27.8539
O -28.4994 9.5186 29.1571
C -29.4176 10.1563 30.0054
C -29.5433 9.3835 31.2934
O -29.7443 8.0279 31.0240
C -30.0448 7.3004 32.2011
H -27.8020 9.5201 27.2382
H -28.3132 11.0866 27.8239
H -29.5339 9.8999 27.3793
H -30.3912 10.2177 29.5026
H -29.0471 11.1639 30.2631
H -30.4063 9.7800 31.8502
H -28.6374 9.5186 31.9049
H -29.3207 7.5096 32.9973
H -30.0320 6.2506 31.9292
H -31.0327 7.5857 32.5854
*
```

Results of the Löwdin charge analysis, in e, for atoms 1 through 6:
1 Hf 2.261
2 P 0.207
3 F -0.040
4 F -0.108
5 F -0.264
6 F -0.218



# 2
A molecular structure, C16H38ClO4PtSiSm at a distorted geometry. Source: OMol25; level of theory: ωB97M-V/def2-TZVPD.

Output
Gap between HOMO and LUMO (spin up / spin down) (eV): 6.8 / 4.7
Calculated total energy (hartree): -2460.2537

```
! RIJCOSX wB97M-V def2-TZVPD def2/J DEFGRID3
* xyz 0 10
Sm 0.3066 -0.2892 -2.9494
Cl 1.1256 2.0934 -2.9562
C -0.7680 0.0242 -5.0753
C 2.1754 -0.7510 -4.5307
H -0.3562 -0.4935 -5.9568
H -1.8684 -0.0795 -5.1764
H -0.5262 1.1022 -5.2634
H 2.0361 -1.1384 -5.5554
H 3.1328 -1.2191 -4.2106
H 2.4328 0.3306 -4.7041
Pt -0.5414 -0.1577 0.2403
C -1.6811 1.1578 -0.8617
C -0.2584 -1.7487 -0.7207
H -1.9837 0.9651 -1.9249
H -2.5900 1.4557 -0.3165
H -1.0216 2.0454 -0.8358
H 0.5769 -2.3019 -0.1952
H -1.0080 -2.5792 -0.7316
C -1.4857 -3.4636 4.0254
C -1.8698 -1.9859 4.0105
C -3.0712 -1.7816 3.0828
C -2.1678 -1.4366 5.4076
O -0.7300 -1.2900 3.4601
Si -0.2335 0.2760 3.3280
O -0.5612 0.9811 1.8899
O -0.9346 1.0596 4.5807
C -0.9513 2.5030 4.7145
C -1.8472 3.1266 3.6418
C -1.6039 2.7477 6.0599
C 0.4834 3.0356 4.7011
O 1.3378 0.1611 3.7964
C 2.6568 -0.0642 3.3089
C 2.7491 0.4512 1.8784
C 3.6625 0.6831 4.1802
C 2.9889 -1.5520 3.4183
H -2.3092 -4.0480 4.4511
H -0.5840 -3.6908 4.6037
H -1.3000 -3.8486 3.0153
H -3.9872 -2.2736 3.4358
H -3.3399 -0.7186 3.0388
H -2.8829 -2.1947 2.0805
H -1.2746 -1.4448 6.0474
H -2.5873 -0.4260 5.3236
H -2.9376 -1.9939 5.9584
H -2.8788 2.7614 3.7754
H -1.8846 4.2207 3.7375
H -1.4924 2.9251 2.6251
H -1.0488 2.2475 6.8587
H -1.6263 3.8241 6.2420
H -2.6271 2.3559 6.0526
H 1.0942 2.5297 5.4664
H 0.9539 2.9848 3.7078
H 0.4891 4.1022 4.9584
H 2.4490 1.5104 1.8254
H 3.7666 0.4073 1.4697
H 2.1386 -0.1715 1.2049
H 3.6964 0.2965 5.2071
H 4.6611 0.5400 3.7520
H 3.4839 1.7644 4.2068
H 2.9694 -1.8861 4.4654
H 2.3017 -2.1771 2.8378
H 4.0031 -1.7206 3.0322
*
```

Results of the Löwdin charge analysis, in e, for atoms 1 through 6:
1 Sm 0.917
2 Cl -0.196
3 C -0.109
4 C -0.095
5 H 0.025
6 H 0.041



# 3
A molecular structure, C16H38InO2. Source: OMol25; level of theory: ωB97M-V/def2-TZVPD.

Output
Gap between HOMO and LUMO (eV): 6.5
Calculated total energy (hartree): -972.9495

```
! RIJCOSX wB97M-V def2-TZVPD def2/J DEFGRID3
* xyz -1 1
C -2.5876 6.8216 -0.1810
C -3.1549 5.8471 -1.2263
C -4.2066 4.8878 -0.6712
C -3.7041 3.8861 0.3682
C -2.5996 2.9651 -0.1672
C -1.1649 3.5121 -0.0072
C -0.2655 3.3798 -1.2561
In 1.5134 2.0690 -0.9525
C 2.1239 1.0834 -2.8563
C 1.5499 -0.3278 -3.0292
C 2.2881 -1.3462 -2.1718
C 1.7042 -2.7550 -2.2195
C 2.3078 -3.6768 -1.1524
C 1.4391 -3.7947 0.0818
O 0.3049 -4.6021 -0.2140
C -0.2880 -5.1370 0.9419
H -1.5676 6.5649 0.1061
H -2.5651 7.8436 -0.5643
H -3.1963 6.8276 0.7278
H -3.6188 6.4219 -2.0331
H -2.3436 5.2747 -1.6842
H -5.0269 5.4839 -0.2512
H -4.6304 4.3144 -1.5039
H -3.3409 4.4115 1.2596
H -4.5605 3.2878 0.6966
H -2.6738 1.9974 0.3357
H -2.7935 2.7674 -1.2280
H -1.2328 4.5645 0.2915
H -0.7160 2.9999 0.8508
H 0.1128 4.3641 -1.5519
H -0.8595 3.0140 -2.1020
H 2.8413 3.1016 -0.3238
H 1.1208 0.8241 0.2694
H 3.2200 1.0231 -2.8547
H 1.8540 1.7115 -3.7119
H 1.5870 -0.6651 -4.0774
H 0.4890 -0.3506 -2.7452
H 2.2931 -0.9931 -1.1340
H 3.3372 -1.3848 -2.4937
H 1.8508 -3.1846 -3.2160
H 0.6206 -2.7000 -2.0685
H 3.2794 -3.2777 -0.8401
H 2.4838 -4.6826 -1.5454
H 1.9926 -4.2384 0.9209
H 1.1009 -2.7975 0.3973
H -0.4258 -4.3766 1.7197
H -1.2654 -5.5341 0.6653
H 0.3286 -5.9457 1.3618
C 1.8330 -6.2546 5.0763
C 2.1701 -5.2413 3.9981
O 1.2357 -4.1714 3.9511
H 0.8325 -6.6577 4.9164
H 2.5474 -7.0797 5.0735
H 1.8586 -5.7909 6.0657
H 2.1311 -5.7075 3.0140
H 3.1846 -4.8530 4.1406
H 1.2521 -3.7237 4.8036
*
```

Results of the Löwdin charge analysis, in e, for atoms 1 through 6:
1 C -0.109
2 C -0.255
3 C -0.240
4 C -0.228
5 C -0.216
6 C -0.326



# 4
3 unconnected molecules or ions with the total composition C16H39BrNO8P2 at a distorted geometry. Source: OMol25; level of theory: ωB97M-V/def2-TZVPD.

Output
Gap between HOMO and LUMO (eV): 9.2
Calculated total energy (hartree): -4546.3316

```
! RIJCOSX wB97M-V def2-TZVPD def2/J DEFGRID3
* xyz 1 1
Br -3.8094 0.5974 -6.3754
C -3.4639 0.6039 -4.4939
C -3.4039 -0.7787 -3.8289
C -3.1511 -0.3050 -2.3815
N -2.0783 0.7420 -2.6097
C -2.0741 1.1077 -4.0951
H -4.1578 1.2414 -3.9442
H -2.4937 -1.2839 -4.1621
H -4.2558 -1.4322 -3.9809
H -4.1069 0.1368 -2.1126
H -2.8590 -1.0597 -1.6616
H -2.3095 1.5742 -2.0679
H -1.1751 0.3395 -2.3709
H -1.3180 0.4826 -4.5622
H -1.8824 2.1652 -4.2417
O -2.6816 1.0052 1.0836
P -2.5589 1.1707 2.5521
O -3.9371 0.7030 3.2272
C -4.2987 -0.6851 3.2055
C -3.4190 -1.5367 4.1012
O -2.7020 2.7714 2.7658
C -2.6971 3.6774 1.6666
C -4.1004 3.9384 1.1500
O -1.6025 1.0101 3.8358
C -0.1939 0.7621 3.6005
C 0.4651 1.8806 2.8193
H -4.2710 -1.0522 2.1749
H -5.3309 -0.7353 3.5469
H -2.3956 -1.5879 3.7206
H -3.8051 -2.5543 4.1592
H -3.3706 -1.1172 5.1051
H -2.0436 3.3115 0.8726
H -2.2585 4.6077 2.0286
H -4.6753 3.0161 1.0627
H -4.0675 4.4277 0.1740
H -4.6463 4.5863 1.8353
H -0.0805 -0.1888 3.0736
H 0.2772 0.6603 4.5751
H 0.0465 1.9636 1.8113
H 1.5346 1.6961 2.7215
H 0.3117 2.8387 3.3149
O 3.0824 -0.1148 -0.8023
P 3.8003 -1.3867 -0.5704
O 3.2143 -2.0453 0.7798
C 1.8689 -2.5182 0.7871
C 1.6699 -3.7588 -0.0652
O 5.2610 -0.9293 -0.0520
C 5.6711 0.4397 -0.1021
C 5.3304 1.1720 1.1811
O 4.3833 -2.7458 -1.2238
C 4.5026 -2.8175 -2.6638
C 5.4334 -1.7596 -3.2213
H 1.2045 -1.7103 0.4598
H 1.6277 -2.7472 1.8247
H 1.8026 -3.5360 -1.1269
H 0.6641 -4.1590 0.0699
H 2.3961 -4.5267 0.1970
H 5.2357 0.9378 -0.9682
H 6.7514 0.4374 -0.2504
H 4.3194 0.9433 1.5180
H 5.4186 2.2504 1.0435
H 6.0071 0.8733 1.9826
H 3.5091 -2.7285 -3.1123
H 4.8784 -3.8121 -2.8935
H 5.0416 -0.7528 -3.0492
H 5.5564 -1.8911 -4.2961
H 6.4098 -1.8147 -2.7415
*
```

Results of the Löwdin charge analysis, in e, for atoms 1 through 6:
1 Br 0.789
2 C -0.754
3 C -0.185
4 C -0.094
5 N 0.095
6 C -0.131



# 5
A molecular structure, C16H40B2MnO8S4 at a distorted geometry. Source: OMol25; level of theory: ωB97M-V/def2-TZVPD.

Output
Gap between HOMO and LUMO (spin up / spin down) (eV): 8.5 / 9.1
Calculated total energy (hartree): -4028.8352

```
! RIJCOSX wB97M-V def2-TZVPD def2/J DEFGRID3
* xyz 0 6
Mn 0.1530 -0.1308 -0.1653
B 0.2219 0.0439 -2.4988
H 0.5307 -0.2084 -3.5846
H -0.6954 0.7577 -2.5276
H 0.0378 -0.8783 -1.8615
H 1.0003 0.6487 -1.9288
B -0.3278 -0.3477 1.9129
H 0.7318 -0.0247 1.6643
H -0.4440 -1.3154 1.3314
H -0.4501 -0.6344 3.0262
H -0.9956 0.4900 1.5354
C -2.3026 4.3759 1.4794
C -2.5671 4.3850 -0.0303
C -1.2849 4.3313 -0.8342
S -0.0976 3.4239 0.3000
O 1.0928 4.2661 0.4565
O 0.1059 2.0419 -0.1042
C -1.0684 3.5260 1.8286
H -3.1834 3.9598 1.9641
H -2.1055 5.3848 1.8429
H -3.1427 5.2966 -0.2174
H -3.2621 3.6069 -0.3360
H -0.8213 5.3130 -0.9158
H -1.2481 3.7968 -1.7786
H -0.4307 4.0702 2.5149
H -1.4378 2.5268 2.0447
C 1.6340 -4.1022 2.4840
C 1.4389 -5.2059 1.4308
C 1.8475 -4.7902 0.0258
S 2.2694 -2.9800 0.1096
O 1.1176 -2.1276 -0.1481
O 3.5575 -2.7507 -0.4691
C 2.5123 -2.9956 1.9261
H 2.0847 -4.3859 3.4349
H 0.6361 -3.7551 2.7684
H 0.3958 -5.5114 1.4541
H 2.0924 -5.9805 1.8366
H 1.3163 -5.1157 -0.8652
H 2.8161 -5.2630 -0.1673
H 2.5703 -1.9709 2.2838
H 3.5301 -3.3966 1.9907
C -5.0726 -2.0635 -0.1744
C -4.7322 -1.9805 1.3390
C -3.7434 -0.8604 1.6803
S -3.3407 -0.0936 0.0734
O -2.1378 -0.7021 -0.5025
O -3.3734 1.3620 0.2021
C -4.7744 -0.6819 -0.8067
H -6.1453 -2.1829 -0.3065
H -4.5180 -2.8894 -0.6113
H -4.4417 -2.9432 1.7479
H -5.6454 -1.6317 1.8257
H -2.7696 -1.0572 2.1264
H -4.1906 0.0018 2.1724
H -4.6839 -0.6565 -1.8917
H -5.6306 -0.0211 -0.6550
C 3.7676 0.8715 -3.2236
C 4.2555 2.2032 -2.6924
C 3.7052 2.4480 -1.2646
S 3.6337 0.7244 -0.5647
O 2.3202 0.5091 0.0085
O 4.8125 0.5477 0.2704
C 3.8084 -0.1742 -2.1042
H 4.3911 0.5755 -4.0673
H 2.7594 1.0078 -3.6193
H 3.9532 3.0665 -3.2854
H 5.3481 2.1754 -2.7029
H 2.6536 2.7275 -1.2424
H 4.3333 3.1084 -0.6788
H 2.9874 -0.8945 -2.0846
H 4.6425 -0.8704 -2.1814
*
```

Results of the Löwdin charge analysis, in e, for atoms 1 through 6:
1 Mn 0.682
2 B -0.391
3 H -0.009
4 H -0.016
5 H -0.055
6 H -0.060



# 6
3 unconnected molecules or ions with the total composition C16H40N3O6. Source: OMol25; level of theory: ωB97M-V/def2-TZVPD.

Output
Gap between HOMO and LUMO (eV): 7.2
Calculated total energy (hartree): -1248.9293

```
! RIJCOSX wB97M-V def2-TZVPD def2/J DEFGRID3
* xyz 1 1
N 2.2532 0.9101 -1.8583
C 1.9202 1.9871 -2.4244
C 1.2344 3.1464 -1.7461
N -0.0149 3.5917 -2.4687
C -1.2755 2.8442 -2.1166
C -1.2536 1.4124 -2.6276
N -2.5810 0.8433 -2.5157
H 1.9749 0.8811 -0.8760
H 2.2056 2.1165 -3.4684
H 1.9102 4.0024 -1.7419
H 0.9777 2.9165 -0.7149
H -0.1706 4.5704 -2.2402
H 0.1459 3.5185 -3.4733
H -2.0878 3.3823 -2.6059
H -1.4036 2.9093 -1.0381
H -0.5173 0.8339 -2.0713
H -0.9383 1.4351 -3.6779
H -3.2301 1.4431 -2.0322
H -2.5720 -0.0602 -2.0745
C 4.5688 -7.1410 0.7560
O 5.0603 -5.9213 0.2467
C 5.8280 -6.1025 -0.9300
C 5.9877 -4.7974 -1.6720
O 4.8404 -4.4172 -2.4182
C 3.7850 -3.8077 -1.7008
C 4.0039 -2.3379 -1.4234
O 4.8664 -2.1576 -0.3144
C 5.3911 -0.8556 -0.2475
H 5.3855 -7.8244 1.0138
H 4.0015 -6.9154 1.6564
H 3.9074 -7.6324 0.0331
H 5.3455 -6.8336 -1.5898
H 6.8230 -6.4812 -0.6592
H 6.7745 -4.9348 -2.4157
H 6.2976 -4.0019 -0.9911
H 3.5669 -4.3452 -0.7751
H 2.9146 -3.8906 -2.3561
H 3.0362 -1.8643 -1.2055
H 4.4290 -1.8632 -2.3163
H 5.9820 -0.6191 -1.1401
H 6.0372 -0.8053 0.6262
H 4.5934 -0.1074 -0.1431
C -5.6252 3.8081 5.4799
O -5.5729 2.9851 4.3337
C -6.4811 3.4011 3.3312
C -6.1272 2.7726 2.0057
O -5.0211 3.3925 1.3559
C -3.7349 3.0433 1.8224
C -3.2254 1.7311 1.2691
O -3.7572 0.6355 1.9716
C -3.5989 -0.5807 1.2793
H -6.6218 3.7963 5.9336
H -4.9073 3.4165 6.1967
H -5.3562 4.8420 5.2351
H -6.4633 4.4929 3.2293
H -7.4985 3.0941 3.6083
H -6.9705 2.9196 1.3295
H -5.9635 1.6994 2.1198
H -3.6826 3.0454 2.9129
H -3.0773 3.8354 1.4506
H -2.1241 1.7079 1.3504
H -3.5022 1.6650 0.2055
H -4.1274 -0.5576 0.3177
H -4.0268 -1.3676 1.8943
H -2.5381 -0.8050 1.1058
*
```

Results of the Löwdin charge analysis, in e, for atoms 1 through 6:
1 N 0.152
2 C -0.228
3 C -0.091
4 N 0.057
5 C -0.119
6 C -0.262



# 7
4 unconnected molecules or ions with the total composition C16H40O4 at a distorted geometry. Source: OMol25; level of theory: ωB97M-V/def2-TZVPD.

Output
Gap between HOMO and LUMO (eV): 10.2
Structure (SMILES): CCOCC.CCOCC.CCOCC.CCOCC
Calculated total energy (hartree): -934.1481

```
! RIJCOSX wB97M-V def2-TZVPD def2/J DEFGRID3
* xyz 0 1
C -3.4114 -2.1716 0.9733
C -3.1084 -2.9676 2.2773
O -3.1514 -2.3006 3.4933
C -2.8754 -2.9436 4.6953
C -2.9574 -2.1426 5.8443
H -4.2874 -1.4766 0.9753
H -3.5234 -2.8346 0.1283
H -2.4454 -1.4436 0.8133
H -2.2884 -3.5126 2.3353
H -3.9454 -3.7166 2.0723
H -1.9284 -3.5206 4.6703
H -3.6164 -3.6606 4.7053
H -2.2314 -1.4116 5.6313
H -2.8104 -2.5686 6.8753
H -4.1274 -1.8626 6.0293
C -1.7524 3.7764 -4.8477
C -1.3354 3.7614 -3.4717
O -1.4174 2.4524 -3.0067
C -0.7084 2.2144 -1.6977
C -0.9634 0.7564 -1.4357
H -1.4534 4.8404 -5.5767
H -2.8584 3.8574 -4.9297
H -1.2434 3.0504 -5.4557
H -2.1264 4.3994 -3.0067
H -0.3464 4.2014 -3.2017
H -0.8414 2.8874 -0.9067
H 0.2626 2.2284 -1.9267
H -1.9184 0.4894 -1.4207
H -0.2684 0.2624 -0.6257
H -0.6564 0.1104 -1.9757
C 4.3896 0.3824 0.0713
C 3.0436 0.8564 0.5563
O 3.1536 2.0074 1.4253
C 1.9126 2.1984 2.0673
C 2.1716 3.0864 3.3323
H 4.3716 -0.5996 -0.2697
H 4.9816 0.5434 0.8743
H 4.8956 0.9754 -0.6307
H 2.6696 -0.0306 1.0943
H 2.4846 1.1034 -0.2077
H 1.5966 1.2344 2.3503
H 1.1666 2.7314 1.5153
H 1.4176 3.1584 4.0193
H 2.4056 3.9624 2.7083
H 2.9606 2.7404 3.9243
C 2.3896 0.0574 -3.3617
C 1.7106 -1.3306 -3.1897
O 1.4116 -1.4746 -1.7327
C 0.7566 -2.6906 -1.4987
C 0.5456 -2.7466 -0.1197
H 3.1476 0.0484 -2.8357
H 1.7666 0.9764 -3.3287
H 2.9366 0.1474 -4.3727
H 2.1726 -2.0896 -3.3677
H 0.9196 -1.4296 -3.8987
H 1.4646 -3.4506 -2.0277
H -0.1994 -2.7126 -2.1267
H 1.4486 -2.5496 0.4393
H 0.3556 -3.7256 0.1953
H -0.1144 -2.1336 0.3603
*
```

Results of the Löwdin charge analysis, in e, for atoms 1 through 6:
1 C -0.070
2 C -0.288
3 O -0.125
4 C -0.381
5 C -0.099
6 H 0.081